Run w
A cluster of 2 separate species, C4H8O2 in total, computed with ωB97M-V/def2-TZVPD.

Summary:
total charge: 0
Kohn-Sham gap: 10.4 eV
structure (SMILES): C=CC.O=CO
highest occupied orbital energy: -9.60 eV
spin multiplicity: 1
LUMO: 0.83 eV

Each line ends with the Mulliken charge.
Element x y z (Å)
C1 -2.21499 1.32436 1.51305  -1.04
C2 -1.24007 0.73965 0.52282  0.21
C3 -1.04604 -0.54385 0.11725  -0.63
H1 -2.72994 0.49030 1.97100  0.29
H2 -1.54956 1.63450 2.29722  0.27
H3 -2.70485 2.03566 0.97379  0.35
H4 -0.73907 1.47676 -0.04583  0.31
H5 -0.37595 -0.99360 -0.63958  0.02
H6 -1.49568 -1.35106 0.62769  0.22
O1 3.36278 -1.96740 -2.09824  -0.56
C4 3.25255 -0.95366 -1.39582  0.26
O2 2.07555 -0.45742 -1.24228  -0.36
H7 3.93309 -0.54984 -0.68391  0.34
H8 1.47218 -0.88440 -1.91716  0.32

Run x
An isolated molecule of C4H8O2, computed with ωB97M-V/def2-TZVPD.

Summary:
total charge: 0
Kohn-Sham gap: 10.6 eV
structure (SMILES): C[C@H]1COCO1
highest occupied orbital energy: -9.55 eV
spin multiplicity: 1
LUMO: 1.00 eV

Each line ends with the Mulliken charge.
Element x y z (Å)
C1 1.52778 -0.60466 1.10406  -1.52
C2 0.83549 0.32750 0.19704  0.54
C3 0.32923 -0.43951 -1.07555  -0.50
C4 -1.52193 0.21562 0.12133  -0.20
H1 2.40836 -0.50412 0.53895  0.41
H2 1.23134 -1.83817 1.12045  0.20
H3 1.76221 -0.14043 1.83732  0.64
H4 1.53667 1.30183 0.06849  0.25
H5 0.92785 -0.43935 -2.13287  0.28
H6 0.38877 -1.57938 -1.03808  0.24
H7 -2.35746 0.90405 0.46394  0.25
H8 -1.48354 -1.02610 0.45599  0.23
O1 -0.97744 -0.01020 -1.22118  -0.41
O2 -0.45226 0.80119 0.79675  -0.41

Run y
A cluster of 2 separate species, C4H8O2 in total, computed with ωB97M-V/def2-TZVPD.

Summary:
total charge: 0
Kohn-Sham gap: 9.1 eV
structure (SMILES): C=CC(=C)O.O
highest occupied orbital energy: -8.55 eV
spin multiplicity: 1
LUMO: 0.54 eV

Each line ends with the Mulliken charge.
Element x y z (Å)
C1 0.04375 0.22335 1.90152  -0.74
C2 0.10594 0.40312 0.58324  0.44
O1 -1.06686 0.74507 -0.09379  -0.55
C3 1.30501 0.27622 -0.23005  -0.23
C4 1.54445 0.96560 -1.36420  -0.67
H1 -0.87836 0.09676 2.44620  0.30
H2 1.00808 -0.03767 2.32401  0.27
H3 -1.48991 -0.07884 -0.37927  0.40
H4 2.18671 -0.14944 0.22856  0.29
H5 0.75659 1.29897 -2.03336  0.27
H6 2.48191 1.46317 -1.58138  0.25
H7 -0.78624 -2.34078 -0.00398  0.32
H8 -1.43760 -2.37956 -1.37116  0.31
O2 -1.42756 -1.88039 -0.55226  -0.65

Run z
An isolated molecule of C4H8O2, computed with ωB97M-V/def2-TZVPD.

Summary:
total charge: 0
Kohn-Sham gap: 11.3 eV
structure (SMILES): C[C@H]1O[C@H]1CO
highest occupied orbital energy: -10.22 eV
spin multiplicity: 1
LUMO: 1.04 eV

Each line ends with the Mulliken charge.
Element x y z (Å)
C1 -1.60467 0.76464 -0.72440  -1.36
C2 -0.93426 0.11930 0.46298  0.24
O1 -0.64052 -1.26583 0.30079  -0.46
C3 0.44900 -0.36722 0.50479  -0.10
C4 1.43044 -0.16932 -0.62098  -0.50
O2 2.01791 -1.38028 -1.03781  -0.51
H1 -1.24179 0.32531 -1.65765  0.38
H2 -1.44466 1.84716 -0.75109  0.29
H3 -2.68442 0.58295 -0.67855  0.34
H4 -1.33890 0.39514 1.43762  0.40
H5 0.90338 -0.50250 1.48815  0.42
H6 2.24009 0.46503 -0.24502  0.29
H7 0.95672 0.36270 -1.45882  0.25
H8 1.28569 -1.97992 -1.23485  0.33

Order of stability, best first: run z, run w, run y, run x

Run w
The ion C5H12NO with charge +2, computed with ωB97M-V/def2-TZVPD.

Summary:
total charge: +2
Kohn-Sham gap (alpha / beta): 12.1 / 6.9 eV
⟨S²⟩: 0.75
highest occupied orbital energy (alpha / beta): -20.84 / -20.84 eV
spin multiplicity: 2
LUMO (alpha / beta): -8.70 / -13.99 eV

Each line ends with the Löwdin spin population.
Element x y z (Å)
C1 0.55310 1.12805 1.61353  0.14
O1 1.78164 0.65099 1.05999  0.48
C2 -0.49512 0.00441 1.40460  0.09
C3 -0.04868 -1.24960 0.46082  0.04
C4 0.27533 -0.79444 -0.91317  0.02
C5 -1.51162 -0.04276 -2.48382  0.00
N1 -0.79418 0.13816 -1.46455  0.00
H1 0.31936 2.09432 1.22149  0.05
H2 0.60718 1.06326 2.74004  0.10
H3 2.47832 1.28716 1.36015  0.00
H4 -0.41276 -0.53798 2.50735  0.06
H5 -1.52098 0.36826 1.39175  0.01
H6 -0.83255 -2.08791 0.46135  0.00
H7 0.87929 -1.62063 1.07651  0.01
H8 0.26533 -1.48104 -1.70895  0.00
H9 1.19808 -0.25542 -0.85564  0.00
H10 -2.05987 0.80758 -2.94592  0.00
H11 -1.18206 -0.88083 -3.12165  0.00
H12 -1.07126 0.79428 -0.84633  0.00

Run x
A cluster of 2 separate species, C5H12NO in total, computed with ωB97M-V/def2-TZVPD.

Summary:
total charge: +2
Kohn-Sham gap (alpha / beta): 7.2 / 3.7 eV
⟨S²⟩: 0.76
highest occupied orbital energy (alpha / beta): -17.51 / -17.51 eV
spin multiplicity: 2
LUMO (alpha / beta): -10.33 / -13.79 eV

Each line ends with the Löwdin spin population.
Element x y z (Å)
C1 -2.10925 -0.52373 -0.34205  0.15
C2 -1.07504 -1.46331 -0.99882  0.11
C3 0.16814 -0.62917 -1.20839  0.26
C4 0.06455 0.21575 -2.26175  0.36
C5 1.03955 -0.26422 1.13733  0.00
N1 1.30437 -0.66320 -0.09745  0.01
H1 -2.40701 -1.30844 0.41255  0.04
H2 -1.80775 0.47811 -0.03828  0.00
H3 -3.02596 -0.12801 -0.92546  0.00
H4 -1.02323 -2.40116 -0.42163  0.00
H5 -1.49436 -1.87624 -2.01027  0.03
H6 -0.85684 0.33329 -2.82164  0.01
H7 0.65355 1.08747 -2.71038  0.01
H8 1.73177 -0.06975 2.03272  0.00
H9 0.14587 0.27219 1.41215  0.00
H10 2.07639 -1.34264 -0.26994  0.00
H11 1.73064 2.55326 2.48866  0.00
H12 2.40274 3.21522 3.60548  0.00
O1 2.48187 2.51459 3.01719  0.00

Order of stability, best first: run w, run x

Run w
A cluster of 3 separate species, C6H15NO2 in total, computed with ωB97M-V/def2-TZVPD.

Summary:
total charge: 0
Kohn-Sham gap: 8.8 eV
structure (SMILES): C=C(C)N.CC=O.CO
highest occupied orbital energy: -7.99 eV
spin multiplicity: 1
LUMO: 0.85 eV

Each line ends with the Mulliken charge.
Element x y z (Å)
C1 -1.81573 -0.05567 -0.94048  0.51
C2 -0.40023 -1.33328 1.83702  -0.46
C3 -3.23784 -0.50012 -1.02074  -1.19
O1 -1.53793 -0.58442 1.45551  -0.48
O2 -1.45403 1.09579 -0.79370  -0.57
H1 -1.32818 0.37614 1.49568  0.28
H2 -1.07999 -0.86143 -1.11565  0.31
H3 0.49581 -1.00916 1.29733  0.14
H4 -0.22125 -1.24607 2.91213  0.26
H5 -0.61358 -2.37400 1.59619  0.27
H6 -3.38674 -1.10213 -1.91570  0.33
H7 -3.44683 -1.12714 -0.15558  0.30
H8 -3.91048 0.35302 -1.01278  0.29
C4 2.02649 0.40546 -1.58446  -1.17
C5 2.04145 0.82249 -0.14275  0.97
N1 1.28955 1.95480 0.12197  -0.53
C6 2.76233 0.18932 0.78405  -1.23
H9 1.16532 2.16418 1.10101  0.24
H10 0.43812 2.04210 -0.41685  0.26
H11 2.48354 -0.57193 -1.71159  0.31
H12 2.58175 1.13018 -2.17923  0.33
H13 1.00546 0.38058 -1.96278  0.22
H14 3.39291 -0.64397 0.53369  0.29
H15 2.75006 0.49528 1.81770  0.30

Run x
A cluster of 3 separate species, C6H15NO2 in total, computed with ωB97M-V/def2-TZVPD.

Summary:
total charge: 0
Kohn-Sham gap: 9.0 eV
structure (SMILES): C=C(C)N.C=C(C)O.O
highest occupied orbital energy: -8.20 eV
spin multiplicity: 1
LUMO: 0.84 eV

Each line ends with the Mulliken charge.
Element x y z (Å)
C1 2.03916 0.28221 0.84745  0.86
C2 1.47268 1.57926 0.39534  -0.86
C3 1.28197 -0.83680 1.15058  -1.15
O1 1.72978 -1.01068 -1.40862  -0.76
O2 3.37659 0.26463 0.86200  -0.47
H1 3.69683 -0.61988 1.08047  0.33
H2 1.87163 -1.65606 -2.10778  0.21
H3 0.40019 1.50623 0.23695  0.08
H4 1.95290 1.88972 -0.53130  0.30
H5 1.67182 2.33360 1.16153  0.38
H6 1.74537 -1.61241 1.75054  0.40
H7 1.33779 -1.24063 -0.30575  0.42
H8 0.23557 -0.67519 1.36850  0.26
C4 -1.65588 -0.90519 -1.26097  -1.21
C5 -2.11943 0.09175 -0.24030  0.80
N1 -1.89379 1.41976 -0.60591  -0.46
C6 -2.59943 -0.25142 0.95818  -1.10
H9 -1.87864 1.59659 -1.59858  0.21
H10 -2.42105 2.10807 -0.08998  0.20
H11 -0.61343 -0.72157 -1.52988  0.34
H12 -1.74587 -1.91983 -0.88050  0.32
H13 -2.26032 -0.82515 -2.16808  0.36
H14 -2.91193 0.48906 1.68062  0.26
H15 -2.71249 -1.28606 1.23548  0.31

Order of stability, best first: run w, run x

Run w
A cluster of 2 separate species, C4H5N in total, computed with ωB97M-V/def2-TZVPD.

Summary:
total charge: 0
Kohn-Sham gap: 10.9 eV
structure (SMILES): C#CC.C#N
highest occupied orbital energy: -9.95 eV
spin multiplicity: 1
LUMO: 0.95 eV

Each line ends with the Mulliken charge.
Element x y z (Å)
C1 1.32841 -0.98705 -1.56848  0.06
C2 -3.12012 0.61206 0.17414  0.10
C3 1.19110 -0.56515 -0.48413  -0.30
C4 1.22473 0.11748 0.78787  -0.90
N1 -2.76605 0.33654 1.24550  -0.37
H1 1.42322 -1.42539 -2.49105  0.43
H2 -3.20680 0.98196 -0.79685  0.28
H3 1.67122 1.17536 0.55913  0.23
H4 2.03776 -0.45651 1.33283  0.25
H5 0.21654 0.21071 1.24103  0.23

Run x
An isolated molecule of C4H5N, computed with ωB97M-V/def2-TZVPD.

Summary:
total charge: 0
Kohn-Sham gap: 9.5 eV
structure (SMILES): c1cc[nH]c1
highest occupied orbital energy: -8.37 eV
spin multiplicity: 1
LUMO: 1.09 eV

Each line ends with the Mulliken charge.
Element x y z (Å)
C1 1.08032 -0.12803 -0.46622  -0.33
C2 0.17406 -1.12462 -0.25262  -0.51
N1 -0.95738 -0.57629 0.28404  -0.02
C3 -0.78700 0.76848 0.43603  -0.50
C4 0.45060 1.08424 -0.02998  -0.28
H1 2.05845 -0.15089 -0.92619  0.37
H2 0.34008 -2.18334 -0.38726  0.34
H3 -1.69100 -1.16074 0.64071  0.21
H4 -1.57149 1.40336 0.80649  0.36
H5 0.90335 2.06782 -0.10498  0.36

Order of stability, best first: run x, run w